*1*
The following is a quantum chemistry calculation of a single C3H6N2S2 molecule, from the OMol25 dataset.

Output
* LUMO energy: 0.1 eV
* HOMO-LUMO gap: 0.3240 Eh
* net charge: 0
* structure (SMILES): [H]/N=C/N(S)C(C)=S

Each line ends with the Mulliken charge.
CARTESIAN COORDINATES (ANGSTROEM)
H (-2.040, -0.171, 2.503)  0.25
N (-1.857, 0.402, 1.705)  -0.59
C (-0.882, -0.047, 1.050)  0.10
N (-0.447, 0.605, -0.114)  -0.14
S (-1.411, 2.016, -0.499)  -0.10
C (0.594, 0.174, -0.880)  0.79
C (1.319, -1.072, -0.402)  -1.42
S (1.111, 0.923, -2.250)  -0.42
H (-0.290, -0.939, 1.327)  0.30
H (-0.646, 2.281, -1.600)  0.11
H (1.754, -0.942, 0.594)  0.38
H (2.129, -1.313, -1.079)  0.33
H (0.666, -1.916, -0.355)  0.40


*2*
The following is a quantum chemistry calculation of a single C3H6N2S2 molecule, from the OMol25 dataset.

Output
* LUMO energy: 0.5 eV
* HOMO-LUMO gap: 0.3190 Eh
* net charge: 0
* structure (SMILES): C/C=N\S/C=N/S

Each line ends with the Mulliken charge.
CARTESIAN COORDINATES (ANGSTROEM)
C (1.238, -0.913, 1.039)  -0.85
C (1.378, -0.593, -0.561)  0.12
N (1.432, 0.453, -1.201)  -0.34
S (0.707, 1.878, -0.608)  -0.06
C (-0.992, 1.611, 0.092)  0.01
N (-1.373, 0.479, -0.288)  -0.30
S (-3.097, 0.154, -0.413)  -0.15
H (2.289, -1.520, 1.352)  0.28
H (1.299, -0.021, 1.647)  0.33
H (0.390, -1.684, 1.189)  0.23
H (1.488, -1.516, -1.346)  0.27
H (-1.574, 2.584, 0.196)  0.33
H (-3.186, -0.912, -1.097)  0.13


Stability, lowest: *2*


*1*
The following is a quantum chemistry calculation of a single C3H6N2S2 molecule, from the OMol25 dataset.

Output
* LUMO energy: -0.1 eV
* HOMO-LUMO gap: 0.3049 Eh
* net charge: 0
* structure (SMILES): CN/N=C/SC=S

Each line ends with the Mulliken charge.
CARTESIAN COORDINATES (ANGSTROEM)
C (0.020, -2.091, -0.842)  -0.91
N (0.320, -1.370, 0.372)  -0.26
N (0.323, -0.019, 0.393)  -0.33
C (-0.302, 0.629, -0.498)  0.02
S (-0.401, 2.413, -0.444)  -0.04
C (-0.081, 2.755, 1.230)  -0.14
S (0.005, 4.250, 1.833)  -0.22
H (0.583, -1.731, -1.688)  0.37
H (-1.041, -2.023, -1.075)  0.32
H (0.247, -3.149, -0.669)  0.32
H (1.098, -1.722, 0.899)  0.26
H (-0.841, 0.212, -1.365)  0.32
H (0.068, 1.846, 1.855)  0.30


*2*
The following is a quantum chemistry calculation of a single C3H6N2S2 molecule, from the OMol25 dataset.

Output
* LUMO energy: -1.5 eV
* HOMO-LUMO gap: 0.2612 Eh
* net charge: 0
* structure (SMILES): CNNC(=S)C=S

Each line ends with the Mulliken charge.
CARTESIAN COORDINATES (ANGSTROEM)
C (1.802, -1.124, 0.377)  -0.75
N (1.132, -0.291, -0.648)  -0.63
N (-0.206, -0.087, -0.346)  0.08
C (-0.878, 1.055, -0.123)  0.47
S (-0.091, 2.506, 0.056)  -0.40
C (-2.358, 0.905, -0.051)  -0.20
S (-3.176, -0.473, 0.013)  -0.28
H (1.702, -0.775, 1.419)  0.27
H (2.870, -1.188, 0.121)  0.32
H (1.323, -2.117, 0.257)  0.30
H (1.504, 0.674, -0.576)  0.24
H (-0.750, -0.943, -0.425)  0.28
H (-2.875, 1.859, -0.073)  0.32


Stability, lowest: *1*


*1*
The following is a quantum chemistry calculation of a single C4H10OS2 molecule, from the OMol25 dataset.

Output
* LUMO energy: 0.7 eV
* HOMO-LUMO gap: 0.3298 Eh
* net charge: 0
* structure (SMILES): CSSCCCO

Each line ends with the Mulliken charge.
CARTESIAN COORDINATES (ANGSTROEM)
C (0.192, -2.563, 1.320)  -0.79
S (-1.065, -1.117, 0.934)  -0.09
S (-0.801, 0.748, 1.281)  -0.08
C (0.356, 1.596, 0.294)  -0.52
C (1.261, 0.846, -0.561)  -0.47
C (0.564, 0.315, -1.982)  -0.42
O (1.094, 0.727, -3.239)  -0.55
H (0.072, -3.099, 0.261)  0.24
H (1.121, -2.192, 1.358)  0.34
H (-0.328, -3.161, 2.093)  0.29
H (-0.151, 2.197, -0.468)  0.33
H (0.782, 2.282, 1.017)  0.34
H (1.566, -0.057, -0.035)  0.11
H (2.142, 1.460, -0.919)  0.32
H (0.716, -0.696, -1.990)  0.28
H (-0.457, 0.598, -2.042)  0.39
H (1.403, 1.603, -3.232)  0.29


*2*
The following is a quantum chemistry calculation of 2 unconnected molecules or ions with the total composition C4H10OS2, from the OMol25 dataset.

Output
* LUMO energy: 0.7 eV
* HOMO-LUMO gap: 0.3399 Eh
* net charge: 0
* structure (SMILES): C=C(C)O.CSS

Each line ends with the Mulliken charge.
CARTESIAN COORDINATES (ANGSTROEM)
C (-1.263, 0.570, 1.737)  -0.84
C (-1.344, 1.030, 0.476)  0.45
C (-2.095, 0.397, -0.640)  -0.90
O (-0.620, 2.145, -0.025)  -0.47
H (-1.858, -0.299, 2.035)  0.24
H (-0.622, 1.037, 2.508)  0.28
H (-2.668, -0.451, -0.238)  0.30
H (-2.780, 1.151, -1.041)  0.34
H (-1.391, 0.091, -1.413)  0.26
H (-1.378, 2.757, -0.127)  0.33
C (1.717, -1.669, 0.130)  -0.43
S (3.337, -0.851, 0.213)  -0.05
S (3.372, 0.230, -1.499)  -0.19
H (1.004, -0.846, 0.230)  -0.03
H (1.636, -2.446, 0.902)  0.29
H (1.608, -2.103, -0.855)  0.29
H (3.345, -0.742, -2.392)  0.13


Stability, lowest: *1*


*1*
The following is a quantum chemistry calculation of a single C3H6ClN3 molecule, from the OMol25 dataset.

Output
* LUMO energy (alpha / beta): 0.8 / 0.8 eV
* HOMO-LUMO gap (alpha / beta): 0.3404 / 0.3404 Eh
* net charge: 0

Each line ends with the Mulliken charge.
CARTESIAN COORDINATES (ANGSTROEM)
C (-0.538, -0.057, -0.892)  0.04
C (1.255, 0.350, 0.495)  -0.18
C (-1.607, 0.658, -0.125)  -1.05
N (-0.347, -1.382, -0.699)  -0.10
N (0.441, -1.856, 0.104)  -0.42
N (1.233, -1.000, 0.807)  0.07
Cl (2.735, 0.959, -0.217)  -0.20
H (-0.417, 0.257, -1.924)  0.29
H (0.817, 1.040, 1.200)  0.31
H (-1.567, 0.423, 0.936)  0.30
H (-2.582, 0.352, -0.509)  0.33
H (-1.505, 1.733, -0.262)  0.33
H (2.083, -1.478, 1.085)  0.29


*2*
The following is a quantum chemistry calculation of a single C3H6ClN3 molecule, from the OMol25 dataset.

Output
* LUMO energy: 0.8 eV
* HOMO-LUMO gap: 0.3437 Eh
* net charge: 0
* structure (SMILES): [H]/N=C1/NNC[C@H]1Cl

Each line ends with the Mulliken charge.
CARTESIAN COORDINATES (ANGSTROEM)
H (1.061, 2.556, 0.221)  0.24
N (0.066, 2.359, -0.081)  -0.72
C (-0.064, 1.101, -0.064)  0.35
N (-1.244, 0.424, -0.517)  -0.25
N (-0.987, -0.971, -0.704)  -0.39
C (0.033, -1.259, 0.344)  -0.58
C (0.829, -0.015, 0.442)  0.11
Cl (2.319, -0.081, -0.563)  -0.18
H (-1.632, 0.813, -1.395)  0.30
H (-1.782, -1.539, -0.472)  0.26
H (0.594, -2.135, 0.002)  0.33
H (-0.431, -1.478, 1.330)  0.26
H (1.237, 0.225, 1.456)  0.29


Stability, lowest: *1*


*1*
The following is a quantum chemistry calculation of 2 unconnected molecules or ions with the total composition FH2NS, from the OMol25 dataset.

Output
* LUMO energy: 0.2 eV
* HOMO-LUMO gap: 0.3551 Eh
* net charge: 0

Each line ends with the Mulliken charge.
CARTESIAN COORDINATES (ANGSTROEM)
N (0.648, -0.112, -0.094)  -0.21
F (1.955, 0.439, -0.078)  -0.19
S (-0.447, 1.024, 0.147)  -0.05
H (0.891, -0.939, 1.000)  0.28
H (-1.196, 0.398, -0.856)  0.17


*2*
The following is a quantum chemistry calculation of 2 unconnected molecules or ions with the total composition FH2NS, from the OMol25 dataset.

Output
* LUMO energy (alpha / beta): -2.8 / -2.8 eV
* HOMO-LUMO gap (alpha / beta): 0.2523 / 0.2524 Eh
* net charge: 0

Each line ends with the Mulliken charge.
CARTESIAN COORDINATES (ANGSTROEM)
N (-1.141, -0.617, 0.231)  -0.18
F (-1.846, 0.439, -0.186)  -0.06
S (1.529, -0.048, 0.083)  -0.14
H (-1.358, -1.368, -0.587)  0.26
H (1.168, -0.294, -1.154)  0.13


Stability, lowest: *2*